(1)
Below is the ion C8H16N3 with charge +1, with properties calculated with the ωB97M-V functional and the def2-TZVPD basis.

CARTESIAN COORDINATES (ANGSTROEM)
1 N 3.179 -1.367 -0.394
2 C 2.234 -0.491 -0.031
3 N 0.998 -0.915 -0.229
4 N 0.103 0.379 0.093
5 C -0.744 0.574 -1.204
6 C -1.772 -0.575 -1.280
7 C -2.819 -0.531 -0.115
8 C -1.917 -0.834 1.165
9 C -0.864 0.230 1.292
10 C 1.050 1.528 0.370
11 C 2.475 0.971 0.279
12 H 4.133 -1.056 -0.446
13 H 2.944 -2.356 -0.773
14 H -0.126 0.498 -2.105
15 H -1.108 1.608 -0.864
16 H -1.198 -1.457 -1.029
17 H -2.233 -0.672 -2.189
18 H -3.279 0.467 -0.164
19 H -3.478 -1.345 -0.357
20 H -2.661 -0.828 1.979
21 H -1.529 -1.784 1.007
22 H -1.244 1.281 1.430
23 H -0.089 0.130 2.152
24 H 0.856 2.073 1.389
25 H 0.899 2.158 -0.433
26 H 3.166 1.072 1.083
27 H 3.022 1.244 -0.625

Cartesian forces (eV/Å) of the 6 atoms listed first:
0.36 -1.73 -0.40
-2.06 -1.51 -1.29
-0.45 2.98 1.78
0.58 -2.33 -0.77
-0.48 0.69 1.95
0.73 0.96 3.55

Computed properties:
- Relative energy (zero: lowest compared OMol25 entry of this formula, charge and spin): 1.652 eV
- Strongest force on any atom: 4.0 eV/A
- Total charge: +1
- Kohn-Sham gap: 10.90 eV
- E_HOMO: -13.43 eV



(2)
Below is the ion C8H16N3O with charge +1, with properties calculated with the ωB97M-V functional and the def2-TZVPD basis.

CARTESIAN COORDINATES (ANGSTROEM)
1 C -0.281 -0.993 4.997
2 C 0.136 -1.516 3.463
3 O -0.069 -0.364 2.581
4 N -0.298 -0.702 1.307
5 C -1.142 -1.753 0.632
6 N -0.959 -1.515 -0.849
7 C -0.036 -0.319 -0.999
8 C 0.496 0.462 -2.364
9 C 2.073 0.074 -2.713
10 C 0.323 2.102 -2.121
11 C -1.156 2.548 -2.761
12 N 0.346 0.132 0.393
13 H -1.325 -0.421 4.907
14 H -0.313 -1.870 5.773
15 H 0.505 -0.152 5.265
16 H -0.552 -2.440 3.262
17 H 1.268 -1.884 3.535
18 H -1.781 -2.551 1.229
19 H -1.423 -2.058 -1.609
20 H -0.175 0.211 -3.314
21 H 2.286 0.327 -3.851
22 H 2.790 0.710 -2.027
23 H 2.219 -1.085 -2.568
24 H 0.280 2.392 -0.976
25 H 1.218 2.693 -2.625
26 H -1.276 2.116 -3.846
27 H -1.963 2.118 -2.000
28 H -1.191 3.735 -2.725

Cartesian forces (eV/Å) of the 6 atoms listed first:
0.01 1.32 -1.34
0.22 -1.72 3.51
-0.45 -1.42 0.44
-1.56 -2.34 -6.45
2.23 2.92 -0.52
2.14 2.83 4.72

Computed properties:
- Relative energy (zero: lowest compared OMol25 entry of this formula, charge and spin): 7.911 eV
- Strongest force on any atom: 7.0 eV/A
- Total charge: +1
- Kohn-Sham gap: 9.41 eV
- E_HOMO: -13.64 eV